C33H34IN4O6PS3SeW as an isolated structure in a non-equilibrium geometry. Source: OMol25; level of theory: ωB97M-V with the def2-TZVPD basis set.

```
84
C33H34IN4O6PS3SeW ωB97M-V with the def2-TZVPD basis set
H 3.866 5.384 -1.219
O 1.196 -4.285 2.979
H -3.208 -2.173 -3.165
C 4.238 0.899 -3.495
C 2.574 -3.089 4.638
H 5.135 -0.686 -4.237
C -6.885 2.180 1.922
C 3.247 -0.032 -1.337
S 1.186 1.483 1.862
H -3.664 -3.351 3.618
C -3.497 0.929 -1.386
C -0.722 -0.948 -5.098
I -1.759 -1.962 -0.500
H -4.012 1.530 -2.133
H 3.526 -3.166 5.164
C 3.431 4.578 0.732
H 2.472 -2.081 4.243
Se -1.728 0.917 1.587
C -2.983 -3.233 2.773
S 0.215 -1.476 2.656
C 0.020 -1.123 -2.797
C -1.803 -4.161 2.948
H -8.618 1.989 -0.993
H 5.119 1.062 2.641
S 1.311 -3.342 0.128
H 2.763 -5.113 3.926
C -7.767 1.937 -0.327
C -1.963 -1.473 -4.776
H 3.578 0.169 2.714
O 0.059 1.096 -0.692
H -2.458 1.252 -1.325
H 2.342 3.800 -2.371
N 1.001 -0.945 -1.760
H 3.306 1.405 -3.754
C 3.316 -0.121 0.051
O 4.254 -0.299 -4.268
C -7.937 2.249 1.025
H 4.068 5.278 1.257
H -2.120 -5.201 2.974
H -0.501 -0.659 -6.116
H 2.835 3.563 2.524
C -2.239 -1.790 -3.457
C -5.482 1.498 0.067
C -6.534 1.562 -0.833
O 0.771 1.973 -2.592
H -7.013 2.422 2.968
C 5.276 1.200 -1.231
H 5.061 1.560 -3.770
C 1.914 2.692 0.803
C 1.763 2.787 -0.589
W 0.579 -0.414 0.321
O 2.340 -0.792 0.684
H -3.525 -3.473 1.856
H -3.535 -0.117 -1.677
H 3.218 -3.894 2.728
C 3.316 4.643 -0.655
C -1.252 -1.609 -2.505
H -4.174 1.701 2.979
H 2.449 -0.806 -3.174
H -1.251 -3.939 3.861
N -4.420 1.567 2.011
C 4.404 0.421 0.748
C -3.517 1.172 1.094
H -6.406 1.321 -1.879
H -2.719 -1.616 -5.537
C 4.548 0.234 2.228
H 6.074 1.768 -1.698
H 1.171 -0.289 -4.421
C 2.525 -4.126 3.538
C 2.741 3.620 1.447
C 2.482 3.757 -1.299
C 2.192 -0.644 -2.135
N -4.137 1.144 -0.098
H 1.768 -3.262 5.353
P 0.503 -3.354 1.916
C 0.247 -0.766 -4.130
N 5.346 1.083 0.099
C -5.659 1.783 1.415
C 4.275 0.655 -2.006
O -0.915 -4.058 1.805
H -8.914 2.550 1.379
H -2.658 -2.191 2.738
C 0.857 1.936 -1.389
H 5.096 -0.692 2.423
```

Values from the calculation:
- LUMO (spin up / spin down) (eV) = -3.7296 / -3.6410
- HOMO-LUMO gap (spin up / spin down) (hartree) = 0.2260 / 0.2296
- ⟨S²⟩ = 0.76
- molecular weight (g/mol) = 1099.54
- total charge = +1
- energy relative to the best compared isomer or geometry (same formula, charge and spin) (kcal per mole) = 36.0
- spin multiplicity = 2

Atomic partial charges in e from the Mulliken method, atoms 1 to 4: number 1, H, carries 0.449; number 2, O, carries -0.298; number 3, H, carries 0.563; number 4, C, carries -0.897